Entry 1:
# C31H88O23S13

13 unconnected molecules or ions with the total composition C31H88O23S13 (ωB97M-V with the def2-TZVPD basis set, the Open Molecules 2025 dataset).

Each line ends with the Mulliken charge.
CARTESIAN COORDINATES (ANGSTROEM)
O 4.004 -1.245 -3.276  -0.753
S 3.933 -0.070 -4.116  1.287
O 4.925 0.975 -3.982  -0.723
O 4.081 -0.619 -5.643  -0.349
C 4.830 0.183 -6.676  -0.370
C 3.892 1.240 -7.370  -0.798
C 2.332 0.524 -4.029  -0.201
H 5.250 -0.529 -7.333  0.360
H 5.634 0.590 -6.142  0.307
H 4.520 1.994 -7.949  0.311
H 3.262 1.735 -6.669  0.194
H 3.227 0.794 -8.138  0.283
H 2.162 0.926 -3.003  -0.625
H 1.791 -0.364 -4.145  0.437
H 2.100 1.281 -4.766  0.401
O -3.639 -4.024 -0.517  -0.651
S -2.219 -3.940 -0.776  0.934
O -1.557 -2.710 -0.668  -0.115
O -1.506 -4.913 0.236  -0.219
C -2.237 -5.838 1.112  -0.189
C -1.388 -6.458 2.102  -0.906
C -1.978 -4.680 -2.330  -1.015
H -2.627 -6.556 0.367  0.468
H -3.149 -5.373 1.573  0.230
H -2.062 -6.790 2.902  0.358
H -0.842 -5.675 2.643  -0.023
H -0.619 -7.165 1.764  0.336
H -2.747 -4.224 -3.011  0.231
H -2.103 -5.764 -2.261  0.343
H -0.993 -4.427 -2.657  0.346
O 5.162 4.620 1.608  -0.532
S 5.070 4.429 3.039  1.219
O 4.445 5.417 3.883  -0.673
O 4.325 3.101 3.190  -0.073
C 4.394 2.154 4.304  -0.473
C 3.627 0.946 3.821  -0.859
C 6.705 4.008 3.816  -1.108
H 4.079 2.712 5.204  0.339
H 5.437 1.860 4.432  0.381
H 3.602 0.103 4.512  0.410
H 4.020 0.687 2.847  -0.052
H 2.595 1.110 3.813  0.301
H 7.151 3.205 3.252  0.329
H 6.639 3.742 4.884  0.358
H 7.276 4.898 3.733  0.436
O -2.927 -3.981 4.864  -0.751
S -2.562 -2.862 4.048  1.270
O -1.444 -2.940 3.136  -0.395
O -3.791 -2.450 3.234  -0.591
C -3.555 -1.677 1.936  1.375
C -4.872 -1.395 1.309  -1.525
C -2.218 -1.554 5.205  -0.667
H -2.942 -2.334 1.293  -0.429
H -3.012 -0.792 2.198  0.102
H -4.652 -0.846 0.379  0.110
H -5.598 -0.780 1.817  0.539
H -5.369 -2.349 0.931  0.255
H -2.781 -1.809 6.132  0.383
H -2.400 -0.594 4.747  0.103
H -1.141 -1.668 5.459  0.172
O -4.436 2.036 -1.680  -0.077
S -4.789 2.905 -0.598  1.194
O -4.489 4.320 -0.626  -0.725
O -6.405 2.683 -0.315  -0.461
C -7.281 2.862 -1.520  -0.133
C -7.416 4.399 -1.809  -1.128
C -4.311 2.296 0.948  -0.242
H -8.223 2.446 -1.256  0.398
H -6.915 2.269 -2.373  0.127
H -7.638 4.930 -0.851  0.260
H -8.099 4.485 -2.631  0.438
H -6.450 4.680 -2.164  0.281
H -4.544 3.054 1.733  0.347
H -3.256 2.171 0.754  -0.125
H -4.696 1.348 1.169  -0.154
C -2.784 4.402 5.075  -1.105
S -1.839 3.094 4.325  0.611
O -2.784 1.994 3.977  -0.589
C -1.366 3.909 2.852  -0.534
H -2.338 5.368 4.942  0.435
H -2.743 4.171 6.151  0.343
H -3.784 4.534 4.572  0.252
H -0.791 3.202 2.260  -0.274
H -0.604 4.639 3.235  0.521
H -2.193 4.335 2.267  0.346
C -3.022 0.721 -4.640  -0.988
S -1.832 1.619 -3.623  0.722
O -0.421 1.292 -4.134  -0.559
C -2.363 3.283 -4.096  -0.974
H -2.706 -0.339 -4.712  0.278
H -3.083 1.196 -5.600  0.463
H -3.971 0.728 -4.078  0.128
H -2.579 3.511 -5.139  0.400
H -1.569 3.978 -3.854  0.338
H -3.254 3.349 -3.439  0.153
C -5.157 -2.074 -2.668  -1.201
S -6.471 -0.846 -2.501  0.877
O -6.267 0.100 -3.673  -0.726
C -7.734 -1.931 -3.161  -1.210
H -5.312 -2.973 -2.067  0.547
H -4.192 -1.579 -2.397  0.014
H -5.186 -2.286 -3.745  0.634
H -8.708 -1.608 -2.832  0.366
H -7.546 -2.996 -2.882  0.325
H -7.560 -1.809 -4.211  0.363
C 3.907 -3.373 4.809  -0.849
S 2.096 -3.233 4.940  0.359
O 1.665 -1.818 5.001  -0.518
C 1.878 -3.824 3.308  0.408
H 4.290 -3.367 5.815  0.405
H 4.233 -2.585 4.141  0.144
H 4.164 -4.375 4.350  0.315
H 0.795 -4.020 3.191  -0.494
H 2.466 -4.709 3.130  0.667
H 2.267 -3.178 2.524  -0.405
C 5.223 -4.013 -0.822  -0.784
S 3.774 -4.040 0.168  0.440
O 3.626 -2.714 0.898  -0.580
C 2.725 -3.872 -1.292  -0.090
H 5.396 -5.042 -1.192  0.393
H 5.957 -3.610 -0.141  0.408
H 5.107 -3.277 -1.599  0.020
H 1.738 -3.823 -0.959  -0.193
H 2.889 -4.768 -1.876  0.514
H 2.970 -3.008 -1.890  -0.088
C 6.419 2.436 -1.148  -0.871
S 5.836 1.617 0.345  0.901
O 6.948 1.291 1.254  -0.762
C 5.284 0.019 -0.343  0.130
H 7.410 2.094 -1.496  0.372
H 6.476 3.510 -0.909  0.349
H 5.625 2.292 -1.905  0.086
H 6.045 -0.637 -0.745  0.445
H 4.531 0.172 -1.095  -0.410
H 4.694 -0.415 0.484  -0.308
C 0.547 -0.390 -0.903  0.411
S -0.121 0.451 0.542  0.345
O -1.641 0.520 0.519  -0.213
C 0.415 -0.779 1.740  -0.555
H 1.644 -0.177 -0.878  0.056
H 0.103 -0.024 -1.841  -0.173
H 0.311 -1.483 -0.740  -0.189
H 0.045 -1.826 1.689  -0.262
H 0.184 -0.388 2.752  0.472
H 1.547 -0.880 1.534  0.117
C 2.469 3.672 0.502  0.326
S 2.579 3.433 -1.268  0.303
O 3.091 2.052 -1.433  -0.300
C 0.821 3.347 -1.667  -0.899
H 2.645 4.704 0.807  0.611
H 3.316 3.114 0.949  -0.457
H 1.552 3.286 0.850  -0.343
H 0.873 3.134 -2.719  0.312
H 0.438 4.288 -1.452  0.773
H 0.311 2.506 -1.189  -0.140

**HOMO level**: -7.95 eV
**Total energy**: -8140.519739 a.u.
**Energy relative to the best compared isomer or geometry (same formula, charge and spin)**: 0.0 kJ/mol
**Orbital gap**: 0.293 hartree



Entry 2:
# CH4NO3

2 unconnected molecules or ions with the total composition CH4NO3 (ωB97M-V with the def2-TZVPD basis set, the Open Molecules 2025 dataset).

Each line ends with the Mulliken charge.
CARTESIAN COORDINATES (ANGSTROEM)
N 0.251 -1.667 1.149  -0.583
C 0.076 -0.664 0.022  0.588
O 1.163 -0.150 -0.486  -0.768
O -1.042 -0.258 -0.387  -0.702
H -0.787 -1.639 1.231  0.283
H 0.550 -2.563 0.883  0.211
H -0.524 2.595 -0.209  0.306
H 0.222 1.685 -1.205  0.360
O 0.093 2.662 -0.999  -0.696

**HOMO level**: -4.00 eV
**Charge**: -1
**Total energy**: -321.038856 a.u.
**Energy relative to the best compared isomer or geometry (same formula, charge and spin)**: 99.4 kJ/mol
**Orbital gap**: 0.310 hartree



Entry 3:
# C6H4O

C6H4O in the gas phase (ωB97M-V with the def2-TZVPD basis set, the Open Molecules 2025 dataset).

Each line ends with the Mulliken charge.
CARTESIAN COORDINATES (ANGSTROEM)
C -0.345 2.027 1.317  -0.166
C 0.480 1.149 1.432  -0.347
C 0.914 0.066 0.595  0.161
C 0.248 -1.131 0.595  -0.226
C -0.276 -1.292 -0.718  -0.354
C 0.191 -0.237 -1.441  -0.389
O 0.965 0.557 -0.694  -0.221
H -1.224 2.486 0.930  0.328
H 0.015 -1.713 1.477  0.423
H -1.003 -2.021 -1.042  0.370
H 0.035 0.108 -2.452  0.421

**HOMO level**: -8.40 eV
**Total energy**: -306.108273 a.u.
**Energy relative to the best compared isomer or geometry (same formula, charge and spin)**: 271.1 kJ/mol
**Orbital gap**: 0.340 hartree



These records have strongest force on any atom values of 3.62; 5.39; 0.87 eV/Å, in the order they appear.
These records have molar mass values of 1245.9; 78.0; 92.1 g mol⁻¹, in the order they appear.